# 1
C4H8NaO3 | ωB97M-V/def2-TZVPD

```
16
Properties=species:S:1:pos:R:3:mulliken_charge:R:1
O 0.387 -0.277 0.522 -0.221
Na 0.421 2.609 -0.876 0.935
O -1.026 1.042 -0.643 -0.869
C -0.818 -0.150 -0.191 -0.019
O -1.769 -0.743 0.632 -0.244
C -3.104 -0.520 0.246 -0.593
C 1.536 -0.537 -0.257 -0.247
C 2.690 0.288 0.283 -1.018
H -3.738 -1.113 0.915 0.232
H -3.373 0.543 0.331 0.246
H -3.274 -0.835 -0.797 0.284
H 1.762 -1.610 -0.178 0.328
H 1.360 -0.297 -1.320 0.338
H 2.977 -0.081 1.278 0.277
H 3.495 0.339 -0.463 0.352
H 2.473 1.340 0.519 0.220
```

As for the lowest unoccupied orbital energy (alpha / beta): -0.9686 / -1.1666 eV. Its total energy is -545.15639 Eh. As for the molar mass: 127.1 g/mol. The calculation puts the strongest force on any atom at 0.719 eV Å⁻¹. For the HOMO energy (alpha / beta), the calculation gives -4.9 / -8.7 eV. Its expectation value of S² is 0.754. Its spin multiplicity is 2. The relative energy (zero: lowest compared OMol25 entry of this formula, charge and spin) is 8.5 kcal/mol. Its HOMO-LUMO gap (alpha / beta) is 3.9538 / 7.5538 eV. Its charge is 0.

=====

# 2
C4H8NO | ωB97M-V/def2-TZVPD

```
14
Properties=species:S:1:pos:R:3:mulliken_charge:R:1
C -1.232 -0.987 -0.504 -0.549
C -0.812 0.048 0.494 -0.019
C -2.342 -0.056 -0.784 -0.404
C 1.712 -0.084 0.410 -0.817
N 0.402 0.648 0.100 -0.266
O -1.712 0.943 -0.061 -0.251
H -0.989 -0.521 -1.497 0.260
H -1.221 -1.987 -0.657 0.505
H -0.917 0.041 1.513 0.646
H 1.998 -0.861 -0.250 0.355
H 2.602 0.652 0.115 0.336
H 1.767 -0.303 1.469 0.346
H 0.284 0.846 -0.910 0.452
H 0.459 1.619 0.562 0.404
```

As for the lowest unoccupied orbital energy: -3.8902 eV. Its total energy is -286.74713 Eh. As for the molar mass: 86.1 g/mol. The calculation puts the strongest force on any atom at 4.793 eV Å⁻¹. For the HOMO energy, the calculation gives -13.6 eV. Its spin multiplicity is 1. The relative energy (zero: lowest compared OMol25 entry of this formula, charge and spin) is 122.6 kcal/mol. Its HOMO-LUMO gap is 9.7276 eV. Its charge is +1.